No. 1
C5H10N2 in the gas phase, computed with ωB97M-V with the def2-TZVPD basis set.

Structure (XYZ):
```
17
Properties=species:S:1:pos:R:3:forces:R:3:mulliken_charge:R:1
C -0.2077 -0.5864 -2.3565 -0.059 0.006 -0.077 -1.1176
C -0.4797 -1.4592 -1.1843 0.071 0.009 0.066 -0.1244
N -0.5912 -0.9107 0.0213 0.008 -0.032 0.042 -0.0881
C -0.8764 0.3856 0.2724 0.123 0.087 -0.197 -0.9498
C -0.1746 1.1695 1.3007 -0.264 0.001 0.102 0.2668
C 0.8170 0.6019 2.2460 -0.067 -0.203 0.266 -0.4846
N 1.2771 1.4635 1.1619 0.191 0.011 -0.190 -0.6121
H 0.3919 0.2702 -2.0037 -0.101 -0.108 -0.087 0.3077
H -1.0839 -0.1525 -2.8580 0.050 -0.095 0.090 0.2550
H 0.3638 -1.1376 -3.1109 -0.146 0.040 0.071 0.3016
H -0.5325 -2.5374 -1.2552 0.116 0.102 0.085 0.4319
H -0.4419 -1.5210 0.8238 -0.051 0.135 -0.122 0.2845
H -1.3461 0.9120 -0.5479 0.166 0.028 0.023 0.4370
H -0.7242 2.0479 1.6328 0.090 -0.148 0.007 0.3600
H 0.9124 1.0334 3.2396 -0.051 -0.104 -0.135 0.2389
H 1.0516 -0.4617 2.2096 -0.030 0.157 -0.050 0.1974
H 1.6444 0.8826 0.4085 -0.046 0.115 0.105 0.2959
```
Forces are in eV/Å.

The net charge is 0. For the orbital gap, the calculation gives 7.47 eV. For the LUMO energy, the calculation gives 0.033 hartree.

No. 2
A molecular structure, C4H12N2O, computed with ωB97M-V with the def2-TZVPD basis set.

Structure (XYZ):
```
19
Properties=species:S:1:pos:R:3:forces:R:3:mulliken_charge:R:1
C -1.4235 -0.8020 -0.1876 -0.092 0.429 -0.012 -0.0421
C 1.1216 -0.2786 0.2919 -0.276 0.095 -0.088 -0.1056
C -0.7562 1.3397 -0.9607 -0.017 -0.013 -0.073 -0.7739
C 2.2260 0.6346 0.7971 0.008 -0.091 -0.042 -1.3147
N -1.7498 0.4707 -0.4071 0.202 -0.390 0.198 -0.1905
N -2.1827 -1.6175 0.6184 0.105 0.121 -0.011 -0.5392
O 1.5461 -1.0436 -0.8600 -0.022 0.117 0.074 -0.5598
H 1.6823 -0.4198 -1.5837 -0.019 -0.030 0.061 0.3301
H -2.4178 0.8853 0.2286 0.036 -0.060 -0.036 0.2689
H -0.7490 -1.2803 -0.8832 0.076 0.031 -0.002 0.4471
H 0.8857 -1.0221 1.0549 0.061 -0.033 0.009 0.3095
H -1.8296 -2.5552 0.7208 -0.003 0.064 -0.025 0.2569
H -2.5088 -1.2289 1.4928 0.027 -0.003 -0.095 0.2280
H -1.0403 2.3827 -0.8449 -0.027 -0.050 0.006 0.3571
H -0.5610 1.1113 -2.0091 -0.044 -0.011 0.026 0.1915
H 0.2377 0.7781 -0.2578 0.056 -0.146 0.044 0.1903
H 3.1544 0.0900 1.0099 -0.045 0.031 -0.009 0.3360
H 2.4583 1.4178 0.0646 -0.027 -0.031 0.020 0.3141
H 1.9064 1.1377 1.7152 0.002 -0.030 -0.044 0.2962
```
Forces are in eV/Å.

The net charge is 0. For the orbital gap, the calculation gives 6.92 eV. For the LUMO energy, the calculation gives 0.028 hartree.

No. 3
2 unconnected molecules or ions with the total composition C9H14O, computed with ωB97M-V with the def2-TZVPD basis set.

Structure (XYZ):
```
24
Properties=species:S:1:pos:R:3:forces:R:3:mulliken_charge:R:1
C -0.4713 -2.6729 -1.4927 -0.333 0.259 -1.248 -1.3418
C -1.3870 -1.1115 0.2604 0.371 -0.176 -0.714 -0.4949
C -0.3126 -1.5579 -0.5222 1.147 -0.267 2.421 0.6387
C -1.2401 -0.3684 1.4260 -0.906 -0.218 -0.820 -0.4023
C 0.0112 -0.0751 1.9000 0.067 -0.276 0.184 0.1387
C 0.9783 -1.2680 0.0142 -1.251 0.291 -0.528 -0.4475
C 1.1009 -0.5761 1.2007 0.703 0.209 0.328 -0.3247
O 0.1409 0.4563 3.1601 -0.057 0.244 0.580 -0.5547
H -2.3979 -1.3961 -0.0025 -0.020 -0.074 -0.183 0.3042
H -2.1839 -0.1455 1.9051 0.352 0.396 0.529 0.4047
H 0.3222 -3.4171 -1.4832 0.142 0.107 0.392 0.3591
H -1.4131 -3.1832 -1.2999 -0.036 -0.051 -0.194 0.3660
H 1.8797 -1.5936 -0.4856 -0.017 -0.292 -0.022 0.3649
H 0.5538 1.3274 3.2227 0.025 -0.314 -0.506 0.3357
H 2.0695 -0.5290 1.6879 0.062 0.295 -0.175 0.3693
H -0.4727 -2.2921 -2.5194 -0.245 -0.102 -0.065 0.2860
C 0.9219 2.6929 -2.8954 1.930 0.014 0.998 -0.8127
C -0.0274 3.2510 -1.8547 -1.292 -0.515 -0.502 -0.7697
H 1.3691 1.7724 -2.5039 -0.411 -0.298 -0.333 0.2238
H 0.5000 2.5357 -3.8817 -0.304 -0.063 0.076 0.2784
H 1.8309 3.2964 -3.0176 -0.316 0.336 -0.151 0.2949
H -0.4258 4.2135 -2.1719 -0.167 0.019 0.088 0.2883
H -0.8423 2.5151 -1.8102 -0.273 0.444 0.006 0.2196
H 0.2641 3.3320 -0.8107 0.829 0.031 -0.160 0.2761
```
Forces are in eV/Å.

The net charge is 0. Its SMILES is Cc1ccc(O)cc1.CC. For the orbital gap, the calculation gives 9.48 eV. For the LUMO energy, the calculation gives 0.030 hartree.

No. 4
A molecular structure, C48H53BF3GeIN5O4PRbS, computed with ωB97M-V with the def2-TZVPD basis set.

Structure (XYZ):
```
119
Properties=species:S:1:pos:R:3:forces:R:3:mulliken_charge:R:1
Rb 1.4086 -0.7636 0.2773 0.101 -0.048 0.220 0.4664
C -4.6884 -1.8611 -3.6598 0.009 -0.026 0.024 -0.6717
C -4.0349 -1.2646 -4.7320 0.010 0.007 -0.028 -0.6682
C -2.7372 -0.8001 -4.5889 -0.029 0.037 -0.026 -0.4948
C -2.1202 -0.9203 -3.3578 0.056 -0.040 0.053 -0.8841
C -2.7503 -1.5113 -2.2801 0.000 0.063 0.021 0.9795
C -4.0445 -1.9896 -2.4378 0.023 0.033 -0.021 -0.6565
N -0.7359 -0.4688 -3.2218 0.016 0.011 0.165 1.6487
N -0.0039 -0.9667 -4.1830 0.065 -0.037 -0.003 -0.7435
C 1.3779 -0.8044 -4.3471 -0.045 -0.004 -0.033 -0.8147
C 1.8701 -1.6618 -5.3464 0.049 -0.013 -0.037 -0.2165
C 3.2157 -1.7085 -5.6543 -0.050 -0.004 -0.009 -0.4770
C 4.1074 -0.8891 -4.9730 -0.003 0.031 0.040 -0.8947
C 3.6132 -0.0191 -4.0130 0.025 -0.001 -0.007 -0.6209
C 2.2578 0.0589 -3.6878 0.017 0.054 -0.076 0.9273
H -5.6990 -2.2326 -3.7778 -0.001 0.007 -0.002 0.4582
H -4.5351 -1.1660 -5.6879 0.003 -0.003 0.008 0.3445
H -2.1883 -0.3625 -5.4115 -0.029 -0.009 0.013 0.4894
H -2.2355 -1.6015 -1.3331 0.001 0.017 -0.004 0.6345
H -4.5406 -2.4593 -1.5982 -0.002 -0.011 0.016 0.3050
H 1.1596 -2.3065 -5.8507 0.009 0.006 0.002 0.3536
H 3.5704 -2.3957 -6.4143 -0.004 -0.002 0.000 0.3214
H 5.1692 -0.9317 -5.1826 -0.001 0.004 -0.001 0.3958
H 4.3011 0.6248 -3.4750 -0.011 -0.004 -0.010 0.2565
O 0.1611 -1.6644 4.0678 -0.450 -0.414 0.586 -0.1705
C 0.8845 -1.1648 3.3778 0.442 0.319 -0.430 0.1303
I 4.2878 -2.7502 1.0264 -0.006 -0.013 0.017 -0.6840
O 0.5988 0.6980 -1.8180 -0.081 -0.133 0.052 0.1315
N -0.6196 0.2625 -2.1729 -0.121 0.173 -0.401 -1.0430
C -0.5923 -4.3103 -2.6048 -0.039 -0.028 -0.030 -1.2269
P 0.6733 -3.6196 -1.4713 0.084 -0.001 0.018 0.8624
C 2.2069 -3.9012 -2.4305 0.033 -0.003 -0.036 -0.8220
C 0.8629 -4.9756 -0.2444 -0.028 -0.034 -0.021 -1.2141
H -0.3475 -5.3286 -2.9221 0.025 0.003 0.012 0.4860
H -0.6598 -3.6640 -3.4837 0.000 -0.002 0.018 0.2063
H -1.5683 -4.3116 -2.1142 0.019 0.000 -0.023 0.1225
H 2.2777 -4.9350 -2.7833 -0.023 0.002 0.007 0.4323
H 3.0576 -3.6877 -1.7786 -0.006 0.003 -0.016 0.2215
H 2.2492 -3.2248 -3.2854 -0.004 -0.009 0.027 0.0510
H 0.9929 -5.9467 -0.7318 -0.009 0.009 -0.017 0.3839
H -0.0021 -5.0224 0.4178 0.003 -0.002 0.016 0.2938
H 1.7470 -4.7630 0.3616 -0.011 0.019 -0.009 0.3255
C -3.5987 0.6582 0.3499 -0.015 0.043 -0.013 -1.2890
Ge -2.6398 -0.4790 1.6641 0.003 -0.069 -0.025 1.1130
C -3.6046 -0.3843 3.4056 -0.019 0.065 0.027 -0.2442
C -3.7581 -1.5220 4.1983 -0.009 -0.002 0.017 -0.1588
C -4.4267 -1.4766 5.4153 0.011 0.014 -0.030 -0.6246
C -4.9668 -0.2801 5.8683 0.005 0.022 -0.024 -0.4584
C -4.8210 0.8664 5.0978 0.017 -0.030 -0.010 -0.7610
C -4.1430 0.8107 3.8855 -0.009 -0.002 0.025 0.1649
C -3.4080 -2.3911 1.1368 -0.029 -0.035 0.022 0.3461
C -2.5237 -3.3917 0.8195 -0.018 0.019 -0.033 -0.6071
C -2.9436 -4.6850 0.4220 0.044 0.010 0.005 -0.4596
C -4.2698 -4.9874 0.3445 -0.011 0.006 0.016 -1.2725
C -5.2388 -4.0061 0.6703 -0.013 0.028 0.003 1.5597
C -6.6261 -4.2959 0.5970 0.030 -0.005 -0.009 -0.9924
C -7.5593 -3.3500 0.9070 -0.007 0.016 0.002 -0.5725
C -7.1444 -2.0628 1.3147 0.003 -0.029 0.003 -1.0244
C -5.8146 -1.7592 1.3958 0.040 -0.022 -0.017 -0.6742
C -4.8082 -2.7120 1.0719 -0.014 0.019 -0.013 0.7168
H -4.3976 0.1139 -0.1547 0.012 -0.012 0.002 0.3620
H -2.8868 0.9966 -0.4066 -0.009 0.017 0.020 0.2268
H -4.0210 1.5412 0.8363 0.012 -0.023 -0.014 0.5883
H -3.3514 -2.4682 3.8554 -0.005 0.010 -0.004 0.2589
H -4.5261 -2.3780 6.0095 -0.002 0.007 0.005 0.3733
H -5.4916 -0.2404 6.8161 0.002 0.003 -0.006 0.3431
H -5.2298 1.8092 5.4435 -0.009 0.007 0.012 0.3725
H -4.0257 1.7215 3.3064 -0.007 -0.016 0.011 0.2396
H -1.4557 -3.1863 0.8609 -0.026 0.012 0.009 0.0769
H -2.2048 -5.4385 0.1718 0.007 0.010 0.010 0.2941
H -4.6008 -5.9745 0.0389 -0.002 0.010 -0.008 0.3268
H -6.9309 -5.2909 0.2881 0.005 0.009 -0.001 0.4063
H -8.6158 -3.5856 0.8463 0.008 0.011 0.001 0.3597
H -7.8853 -1.3149 1.5708 0.010 -0.001 -0.001 0.4227
H -5.5058 -0.7768 1.7246 -0.019 -0.002 -0.016 0.2823
C 1.9334 2.6290 4.6153 0.040 -0.018 0.010 -0.9881
N 2.7922 1.8263 3.7872 -0.016 -0.027 0.005 0.2959
C 3.0026 2.1540 2.3845 0.039 0.031 0.007 0.5437
C 4.0385 1.1072 1.9385 0.009 -0.031 0.025 0.0066
N 4.1809 0.2731 3.1227 -0.014 0.057 -0.044 -0.0171
C 3.4326 0.6986 4.1602 -0.034 0.031 0.029 -0.1965
S 3.3335 -0.0574 5.6561 0.025 0.054 -0.048 -0.4080
H 0.9505 2.7285 4.1540 -0.029 -0.006 -0.012 0.2843
H 2.3652 3.6255 4.7612 -0.013 0.001 -0.004 0.2931
H 1.8319 2.1355 5.5790 -0.011 0.001 -0.005 0.2730
H 3.3894 3.1712 2.2869 -0.009 0.028 -0.009 -0.2956
H 2.0611 2.1132 1.8326 0.007 -0.036 -0.003 0.0242
H 4.9902 1.5795 1.6831 0.052 -0.042 0.046 0.2316
H 3.7446 0.5179 1.0675 0.014 0.070 0.097 -0.2165
H 4.4614 -0.6935 3.0471 0.025 -0.129 -0.024 0.1476
C 4.0854 6.4225 1.0874 0.001 0.007 -0.003 -1.6135
C 4.9355 5.5743 0.1307 -0.032 -0.011 -0.010 1.9660
C 5.8499 4.6823 0.9734 -0.001 -0.030 -0.020 -1.6897
C 5.8333 6.4956 -0.7045 0.020 0.039 -0.023 -1.8532
C 4.0084 4.7680 -0.7863 0.005 0.002 0.018 0.2388
C 3.2140 5.4248 -1.7189 -0.005 -0.006 -0.019 -0.2733
C 2.3436 4.7376 -2.5770 0.024 0.019 0.002 -2.2008
C 2.2720 3.3667 -2.4738 -0.087 -0.018 -0.090 1.2835
O 1.5425 2.5002 -3.2041 0.041 0.113 -0.006 -0.6793
B 1.7882 1.1496 -2.6311 -0.112 -0.099 0.055 1.0584
O 2.8058 1.3718 -1.5530 0.129 0.023 -0.094 -0.2079
C 3.0401 2.6992 -1.5174 -0.047 -0.053 0.089 -0.4479
C 3.9126 3.3699 -0.6916 0.035 0.044 -0.001 -0.0255
H 4.7227 7.0049 1.7606 -0.005 -0.002 -0.011 0.4368
H 3.4402 5.7813 1.6915 -0.001 0.010 0.004 0.2619
H 3.4435 7.1116 0.5360 0.008 -0.002 0.000 0.3348
H 6.5140 5.3067 1.5767 -0.008 -0.003 -0.005 0.4855
H 6.4688 4.0360 0.3473 -0.011 0.006 0.000 0.3868
H 5.2830 4.0500 1.6584 0.005 -0.001 0.000 0.1867
H 6.5002 7.0698 -0.0532 -0.014 -0.007 -0.009 0.4359
H 5.2493 7.2021 -1.2964 0.017 -0.018 0.019 0.3249
H 6.4448 5.9077 -1.3926 -0.006 0.014 0.006 0.3971
H 3.2625 6.5060 -1.7932 -0.023 -0.033 -0.021 0.3333
H 1.7401 5.2651 -3.3053 0.009 0.003 0.012 0.4168
H 4.5180 2.8020 -0.0022 0.012 0.006 0.020 0.6310
F -1.8469 2.5017 2.1327 0.040 0.016 0.002 -0.3195
C -1.3318 1.2390 2.2809 0.124 -0.143 0.011 -0.1524
F -0.9585 1.1731 3.5969 -0.007 0.072 -0.042 -0.3108
F -0.1127 1.3023 1.6070 -0.223 0.020 0.005 -0.0017
```
Forces are in eV/Å.

Its spin multiplicity is 2. The net charge is -2. For the orbital gap (spin up / spin down), the calculation gives 5.21 / 6.68 eV. For the LUMO energy (spin up / spin down), the calculation gives 0.134 / 0.134 hartree.

No. 5
C3H8N2O2S in the gas phase, computed with ωB97M-V with the def2-TZVPD basis set.

Structure (XYZ):
```
16
Properties=species:S:1:pos:R:3:forces:R:3:mulliken_charge:R:1
C 2.0426 0.6133 0.0730 2.385 2.259 0.743 -0.6113
C -0.0680 -0.0726 0.2443 -1.768 1.740 3.049 0.5594
C -2.0906 -1.3394 -0.2563 -2.615 1.711 1.990 -0.7021
H 2.3443 -0.2569 -0.4784 -0.604 -1.029 0.235 0.2994
H 2.3892 0.6488 1.2079 -1.490 -0.573 -2.385 0.3147
H 2.7789 1.3218 -0.3950 -1.314 0.210 0.223 0.2905
H 0.5544 1.6329 1.6021 -0.016 -0.939 1.958 0.3449
H -2.7515 -1.7348 -1.1857 1.866 0.619 2.529 0.2439
H -1.9619 -2.0691 0.8209 -0.141 1.875 -3.861 0.2558
H -2.6582 -0.3054 0.2056 0.745 -3.207 -1.006 0.2454
H -0.3775 1.0154 -2.4713 0.223 -3.586 -0.066 0.1800
N -0.2273 -0.1756 1.5722 0.805 0.613 -1.113 -0.3899
N -0.8747 -0.6696 -0.7222 2.051 -0.671 -0.040 0.0044
O 0.6260 1.0048 -0.2161 2.901 -1.151 0.323 -0.4461
O 0.5086 0.9677 2.3779 -1.663 -1.034 -4.034 -0.4294
S -0.2343 -0.5811 -2.3788 -1.365 3.163 1.455 -0.1597
```
Forces are in eV/Å.

The net charge is 0. Its SMILES is CO/C(=N\O)N(C)S. For the orbital gap, the calculation gives 8.91 eV. For the LUMO energy, the calculation gives 0.007 hartree.

No. 6
A molecular structure, C2H2AlLiO2, computed with ωB97M-V with the def2-TZVPD basis set.

Structure (XYZ):
```
8
Properties=species:S:1:pos:R:3:forces:R:3:mulliken_charge:R:1
C 1.1991 -0.2207 1.1510 -0.238 7.497 4.356 0.1545
C 0.1747 -0.5490 0.2752 -4.667 4.023 -5.112 0.2817
O -0.9498 0.2052 0.2405 4.339 -3.750 -0.813 -0.6176
O 1.6619 1.0345 1.2114 -1.567 -7.465 -0.414 -0.3046
H 0.6661 -0.8136 2.0242 2.580 0.385 0.415 0.2611
Al -1.1177 1.5469 -2.7890 1.283 2.239 -1.472 0.9910
Li -2.0551 -0.0294 -1.5174 -1.150 -2.066 2.542 0.9462
H 0.4208 -1.1739 -0.5958 -0.581 -0.863 0.498 0.2875
```
Forces are in eV/Å.

The net charge is +2. For the orbital gap (spin up / spin down), the calculation gives 6.59 / 6.59 eV. For the LUMO energy (spin up / spin down), the calculation gives -0.427 / -0.427 hartree.

M, respectively: 98.15 104.15 138.21 1179.81 136.18 91.96 g/mol.
Energy relative to the best compared isomer or geometry (same formula, charge and spin), respectively: 77.7 108.0 18.0 0.0 141.7 88.5 kcal per mole.